ORCA calculation (ωB97M-V/def2-TZVPD) on C24H33ClIrN6O3STe as an isolated structure in a non-equilibrium geometry.

Structure (XYZ):
```
70
Properties=species:S:1:pos:R:3:forces:R:3:lowdin_spin:R:1
Ir -0.42814 -0.55955 1.79743 0.375 -0.334 1.372 0.002
N -2.96677 1.37797 4.80858 -0.020 0.035 0.093 0.000
C -2.11635 1.00665 3.84524 0.151 0.075 -0.072 0.000
S -1.84286 -0.71090 3.65124 -0.264 -0.572 -0.195 0.000
N -1.53854 1.92485 3.12905 -0.102 -0.155 -0.007 0.000
N -0.70857 1.42314 2.14438 -0.084 0.154 -0.035 0.001
C 0.00152 2.33461 1.57131 -0.146 0.053 -0.016 -0.001
C 0.95218 2.20828 0.47623 0.066 -0.162 -0.005 0.001
C 1.67401 3.35942 0.13287 0.044 -0.024 -0.036 0.000
C 2.56303 3.37897 -0.92693 -0.030 0.076 0.030 0.001
C 2.72672 2.23024 -1.69057 0.070 -0.100 -0.021 0.000
C 2.03561 1.06696 -1.37257 -0.118 0.110 -0.054 0.003
C 1.13326 1.03356 -0.29179 -0.253 0.270 0.014 0.010
O 0.46712 -0.07659 -0.05038 0.160 -0.607 -0.099 0.080
H -3.41204 0.70209 5.40227 -0.013 -0.010 -0.026 0.000
H -3.15396 2.35641 4.95194 0.005 -0.004 -0.003 0.000
H -0.15500 3.33475 1.96471 -0.019 0.012 -0.045 0.000
H 1.50999 4.26419 0.70607 0.009 -0.004 0.019 0.000
H 3.09046 4.28709 -1.18109 0.010 -0.001 0.014 0.000
H 3.39178 2.23967 -2.54576 -0.014 0.006 -0.013 0.000
H 2.11539 0.18302 -1.99839 -0.006 -0.016 0.002 0.000
N 4.15803 -0.06854 0.55649 0.044 -0.055 -0.046 0.000
C 3.07606 -0.76170 1.34840 -0.015 -0.079 0.086 0.001
C 3.39299 -0.73735 2.82540 -0.011 -0.014 -0.032 0.000
C 2.25885 -1.41919 3.57350 -0.112 -0.366 0.109 0.000
N 0.97164 -0.68551 3.50018 0.368 0.846 -0.448 0.000
C 2.00817 -2.84797 3.07521 -0.013 0.091 0.021 0.000
C 1.74573 -2.92516 1.57595 0.056 0.118 -0.132 0.000
N 0.37302 -2.45881 1.21980 -0.411 -0.319 0.268 0.000
C 2.85678 -2.17269 0.82193 -0.052 -0.008 -0.053 0.000
H 4.52033 0.74338 1.06147 -0.023 0.019 -0.014 0.000
H 3.75249 0.28603 -0.32854 0.002 0.031 0.032 0.000
H 4.94673 -0.68545 0.34963 0.000 0.002 0.019 0.000
H 2.18386 -0.17452 1.18243 0.054 0.058 -0.037 0.000
H 3.51443 0.29185 3.17698 -0.014 -0.003 0.029 0.000
H 4.31947 -1.27417 3.05010 0.008 -0.002 -0.026 0.000
H 2.54598 -1.48342 4.62567 -0.060 0.052 0.011 0.000
H 1.03450 0.23173 3.94345 0.191 -0.005 -0.021 0.000
H 0.33271 -1.20123 4.10412 -0.107 0.192 0.070 0.000
H 1.17454 -3.29267 3.62485 0.010 0.012 0.034 0.000
H 2.88475 -3.45468 3.30948 -0.002 -0.016 -0.032 0.000
H 1.80278 -3.96668 1.25370 0.074 -0.019 0.090 0.000
H -0.31006 -3.15437 1.52119 0.051 -0.064 -0.044 0.000
H 0.28569 -2.43589 0.20449 -0.008 0.073 0.001 0.000
H 2.65071 -2.16225 -0.25152 -0.034 0.038 0.002 0.000
H 3.77302 -2.75346 0.97769 0.002 -0.015 -0.075 0.000
Cl -3.93289 -3.92829 0.59485 0.017 -0.028 0.000 0.001
C -4.30914 -2.25800 1.08677 0.008 0.023 -0.082 0.000
C -3.25701 -1.31339 0.53375 -0.112 -0.164 0.179 0.004
O -3.57411 -0.42145 -0.24715 0.033 0.365 0.098 0.024
O -2.05759 -1.57921 0.92327 0.221 0.476 -0.578 0.007
H -4.29368 -2.21983 2.17356 -0.013 0.011 -0.002 0.000
H -5.28874 -1.99586 0.70262 0.012 -0.019 -0.015 0.000
C -2.63453 1.32724 -2.67407 -0.022 0.029 0.012 0.056
Te -1.69617 -0.46536 -2.05224 0.031 -0.210 -0.297 0.690
C -0.66882 -0.26941 -3.91150 0.052 0.246 0.025 0.055
C -1.69008 0.40193 -4.79697 -0.062 0.024 -0.006 0.016
C -1.72489 0.21936 -6.17274 0.061 0.076 0.005 0.001
C -2.65775 0.90402 -6.93688 -0.005 -0.001 -0.013 0.001
C -3.55930 1.76682 -6.33011 -0.003 0.007 0.014 0.002
C -3.54891 1.93089 -4.95269 -0.009 -0.007 -0.018 0.000
C -2.62238 1.24199 -4.18244 -0.014 -0.089 -0.016 0.013
H -2.06250 2.16495 -2.26740 0.022 -0.006 -0.013 0.011
H -3.62984 1.33900 -2.23531 0.004 -0.006 0.000 0.004
H -0.30284 -1.22252 -4.28663 -0.082 -0.040 0.015 0.002
H 0.18642 0.38991 -3.73156 0.044 -0.050 -0.040 0.012
H -1.02095 -0.45167 -6.64869 0.005 -0.002 0.001 0.000
H -2.68584 0.75872 -8.00808 0.002 0.000 -0.002 0.000
H -4.28770 2.29686 -6.92820 -0.002 0.002 0.000 0.000
H -4.27279 2.58119 -4.47804 -0.012 -0.006 0.002 0.000
```
Forces are in eV/Å.

As for the net charge: +2. The LUMO energy (alpha / beta) comes out at -5.315 / -7.112 eV. As for the total energy: -73983.667 eV. As for the gap between HOMO and LUMO (alpha / beta): 7.72 / 5.94 eV. As for the energy above the lowest of the compared OMol25 structures with the same formula, charge and spin: 1.667 eV. The spin multiplicity is 2.

---

ORCA calculation (ωB97M-V/def2-TZVPD) on an isolated ion of composition C4H4NO2 and charge -1 in a non-equilibrium geometry.

Structure (XYZ):
```
11
Properties=species:S:1:pos:R:3:forces:R:3:nbo_charge:R:1
H 0.59897 2.39463 -0.42610 0.858 -1.031 0.320 0.313
N 1.21401 1.52870 -0.35853 -2.406 1.037 -0.018 -0.753
C 0.46869 0.55124 0.06777 -0.517 -1.376 0.901 0.251
C 1.14394 -0.78637 0.03942 1.651 0.822 -0.619 -0.668
C -0.88218 0.33590 0.72879 4.353 1.804 0.135 -0.229
C -1.94589 -0.23523 0.11656 -0.116 -0.827 -0.450 0.701
O -2.58412 -1.18551 -0.22577 -0.906 -0.789 -0.543 -0.661
O -2.07045 1.07958 0.07552 -1.514 1.420 -0.398 -0.572
H 1.11220 -1.40785 0.85103 -0.434 -0.899 3.026 0.210
H 2.18515 -0.81233 -0.23348 0.673 0.882 -0.108 0.198
H 0.75968 -1.46277 -0.63521 -1.642 -1.042 -2.246 0.211
```
Forces are in eV/Å.

As for the net charge: -1. The LUMO energy comes out at 4.307 eV. As for the total energy: -9796.069 eV. As for the gap between HOMO and LUMO: 7.45 eV. As for the energy above the lowest of the compared OMol25 structures with the same formula, charge and spin: 3.725 eV. The SMILES is [H]/N=C(/C)C1=C([O-])O1.

---

ORCA calculation (ωB97M-V/def2-TZVPD) on C5H9N as an isolated structure in a non-equilibrium geometry.

Structure (XYZ):
```
15
Properties=species:S:1:pos:R:3:forces:R:3:nbo_charge:R:1
C -2.07458 0.11262 0.24288 0.145 0.039 0.003 -0.610
C -0.80255 -0.61848 -0.25589 0.348 0.126 -0.169 -0.401
C 0.51870 -0.02538 0.36333 0.307 0.769 -0.235 -0.321
C 2.25649 -0.42358 -0.38572 -2.475 1.480 0.870 -0.557
C 0.63182 1.38379 0.19780 -0.066 1.508 -0.114 0.258
N 0.84672 2.49499 -0.03821 -0.337 -0.386 0.227 -0.358
H -2.24465 -0.00563 1.32068 0.214 -0.017 -0.179 0.207
H -2.03321 1.18533 0.02722 0.077 -0.156 0.029 0.223
H -2.96861 -0.28239 -0.25890 0.322 -0.005 0.046 0.220
H -0.92827 -1.68979 -0.02736 0.444 0.338 0.017 0.212
H -0.76459 -0.53448 -1.34499 0.073 0.022 0.046 0.214
H 0.52086 -0.31948 1.43200 0.555 0.242 -0.564 0.239
H 1.66488 -1.21672 -0.03665 1.752 -3.072 -0.538 0.235
H 2.31988 -0.11007 -1.42704 -0.657 -0.450 0.175 0.219
H 3.05712 0.04929 0.19085 -0.703 -0.439 0.385 0.222
```
Forces are in eV/Å.

The LUMO energy comes out at 0.925 eV. As for the total energy: -6818.111 eV. As for the gap between HOMO and LUMO: 10.37 eV. As for the energy above the lowest of the compared OMol25 structures with the same formula, charge and spin: 2.884 eV.

---

ORCA calculation (ωB97M-V/def2-TZVPD) on an isolated molecule of C4H10N2 in a non-equilibrium geometry.

Structure (XYZ):
```
16
Properties=species:S:1:pos:R:3:forces:R:3:nbo_charge:R:1
C 0.11601 -1.77900 -0.88097 -0.576 -0.234 -0.894 -0.645
C 0.42124 -0.36791 -0.28348 0.647 -1.402 1.561 -0.047
C 0.59774 0.85292 -1.22771 0.885 -2.257 0.697 -0.241
N -0.08565 1.68940 -0.30263 -1.767 0.721 0.850 -0.483
N -0.64770 0.44972 0.40366 1.416 1.071 -1.735 -0.284
C -0.89788 0.56486 1.81797 -3.402 -0.627 -1.494 -0.417
H 0.13492 -2.52324 -0.07434 0.951 0.056 -0.144 0.211
H 0.97778 -1.91718 -1.68568 -2.033 -0.271 1.623 0.220
H -0.95108 -2.07333 -1.24164 1.750 1.451 -0.270 0.223
H 1.28535 -0.68538 0.44692 -0.931 1.405 -1.147 0.161
H 1.59691 1.12255 -1.52522 0.355 0.229 0.009 0.195
H 0.01324 0.61404 -2.07840 -0.678 0.195 -1.159 0.184
H 0.56499 2.30290 0.19975 -0.211 -0.825 0.638 0.335
H -1.87475 1.21862 1.87464 1.838 -1.278 0.334 0.209
H -1.11163 -0.46821 2.18284 0.019 0.844 -0.079 0.210
H -0.13947 0.99924 2.37428 1.738 0.921 1.209 0.170
```
Forces are in eV/Å.

The LUMO energy comes out at 1.137 eV. As for the total energy: -7286.969 eV. As for the gap between HOMO and LUMO: 9.08 eV. As for the energy above the lowest of the compared OMol25 structures with the same formula, charge and spin: 3.651 eV. The SMILES is C[C@H]1CNN1C.

---

ORCA calculation (ωB97M-V/def2-TZVPD) on a 9-piece molecular cluster, C8H32BF4N16O8 overall in a non-equilibrium geometry.

Structure (XYZ):
```
69
Properties=species:S:1:pos:R:3:forces:R:3:nbo_charge:R:1
B 0.43560 -0.13290 0.25466 -0.588 -0.232 -0.403 1.328
F 1.69985 0.40083 0.11888 1.024 0.742 -0.957 -0.579
F 0.03669 0.08466 1.51781 -0.861 0.516 2.924 -0.575
F -0.56846 0.47796 -0.55308 0.603 -0.230 -0.742 -0.588
F 0.52028 -1.51529 0.08264 -0.131 -0.790 -0.865 -0.584
C 1.93923 3.68317 7.49797 2.354 2.999 3.688 0.733
O 2.52234 3.62408 8.55921 0.749 0.854 1.845 -0.689
N 1.59389 4.77588 6.85491 -1.079 2.674 -1.164 -0.830
N 1.70734 2.64123 6.85945 -1.903 -7.435 -4.588 -0.797
H 1.26967 4.60574 5.91362 0.101 1.054 0.210 0.382
H 1.77633 5.68626 7.25245 -0.174 -0.313 -0.342 0.411
H 1.13840 2.62217 6.02516 0.242 -0.158 0.141 0.379
H 2.16633 1.77669 7.10844 -0.290 0.302 0.181 0.412
C -2.17278 5.59516 -6.77770 -1.780 0.470 -4.127 0.753
O -2.73533 5.15355 -7.80279 1.571 0.354 1.492 -0.663
N -2.30393 5.13089 -5.57545 -0.599 -2.716 5.259 -0.823
N -1.49681 6.75547 -6.71072 1.055 1.754 -0.763 -0.835
H -2.02305 5.65985 -4.76219 0.177 0.136 -0.470 0.372
H -2.45633 4.17988 -5.27140 -0.425 0.010 -1.052 0.410
H -1.15159 7.05572 -5.81029 0.238 0.096 -0.644 0.377
H -1.22084 7.24338 -7.55089 -0.233 -0.125 0.302 0.408
C -5.99024 4.34708 1.22773 -2.944 -0.422 -0.062 0.762
O -7.19904 4.55444 1.28456 0.335 -0.505 -0.039 -0.660
N -5.31575 3.45607 1.98585 1.324 0.729 0.351 -0.853
N -5.24747 4.97087 0.29061 0.541 0.529 -0.323 -0.859
H -4.35062 3.74999 1.93852 0.263 -1.591 0.641 0.377
H -5.65832 2.57780 2.34829 0.082 0.629 0.008 0.426
H -5.82748 5.40317 -0.41425 0.742 0.479 0.178 0.419
H -4.24852 5.05869 0.41092 -0.328 0.126 -0.763 0.388
C 7.46143 -0.70597 1.72636 -2.689 -2.806 2.421 0.739
O 8.37893 -1.09285 2.32339 6.008 -1.861 2.746 -0.655
N 6.31778 -1.38212 1.84288 -2.145 -1.312 -0.744 -0.845
N 7.35287 0.41105 1.16345 -1.241 7.227 -4.618 -0.813
H 6.40693 -2.25449 2.34400 -0.554 0.152 -0.421 0.408
H 5.48992 -1.02474 1.38787 -0.181 -0.778 0.434 0.386
H 6.50068 0.57987 0.64830 0.119 0.102 0.073 0.373
H 7.75369 1.28601 1.46988 0.617 -0.725 0.103 0.406
C -1.22736 -7.72889 3.95854 -0.385 -1.913 2.552 0.747
O -1.09639 -8.84433 4.46069 -0.560 0.264 0.067 -0.685
N -1.99841 -6.74189 4.35777 -2.850 1.074 2.384 -0.833
N -0.51929 -7.29602 2.99123 4.250 0.300 -4.951 -0.814
H -2.03695 -5.88252 3.82853 -0.410 -0.252 0.636 0.390
H -2.54542 -6.94203 5.18290 -0.225 0.615 -0.334 0.406
H 0.24374 -7.91071 2.74618 -0.044 0.391 -0.394 0.403
H -0.50310 -6.32856 2.70169 0.231 -0.456 0.025 0.387
C -6.29644 -3.66296 0.96089 -1.962 -2.030 -1.135 0.759
O -7.16491 -4.47400 1.30829 0.934 0.990 0.280 -0.676
N -5.75481 -3.67459 -0.27055 0.520 -0.527 -1.558 -0.841
N -5.81122 -2.63776 1.63666 -0.268 0.778 1.923 -0.844
H -5.33971 -2.79527 -0.54365 -0.168 -0.467 -0.676 0.379
H -6.22446 -4.26261 -0.94416 0.282 0.288 -0.026 0.405
H -4.94641 -2.25139 1.28605 -0.194 0.326 1.036 0.405
H -6.23426 -2.58923 2.55252 0.910 0.661 0.153 0.414
C 3.55403 2.70336 -4.98895 2.969 3.815 -3.692 0.749
O 3.80863 3.06749 -6.15440 0.220 0.256 1.282 -0.695
N 2.86822 1.65522 -4.77634 -3.898 -4.745 2.154 -0.801
N 4.03084 3.30907 -3.86410 -0.243 -0.067 0.123 -0.849
H 2.38344 1.11246 -5.47669 0.487 0.621 -0.331 0.414
H 2.41600 1.57278 -3.87700 0.143 -0.360 0.047 0.380
H 4.59594 4.14219 -3.94579 -0.394 -0.302 0.225 0.413
H 3.62705 2.93913 -3.01546 0.672 0.744 0.269 0.388
C 2.40625 -5.35346 -4.09892 1.236 -0.069 -1.538 0.732
O 2.97488 -5.64455 -5.11021 0.939 -1.454 -2.999 -0.689
N 3.04288 -4.83908 -3.12994 4.009 2.499 4.255 -0.820
N 1.16661 -5.49647 -3.85085 -6.364 -1.607 -0.274 -0.818
H 4.02572 -4.79080 -3.35757 -0.050 0.667 0.764 0.408
H 2.59305 -4.38425 -2.34835 0.596 -0.067 -0.088 0.394
H 0.73251 -6.18915 -4.44402 -0.528 0.417 0.211 0.401
H 0.72774 -5.22042 -2.98407 0.142 -0.323 -0.305 0.392
```
Forces are in eV/Å.

As for the net charge: -1. The LUMO energy comes out at 1.510 eV. As for the total energy: -60594.726 eV. As for the gap between HOMO and LUMO: 9.62 eV. As for the energy above the lowest of the compared OMol25 structures with the same formula, charge and spin: 6.815 eV.

---

Q: energy above the lowest of the compared OMol25 structures with the same formula, charge and spin of number 5 (C8H32BF4N16O8)?
A: 6.815 eV

---

Q: Among the records above, which one has the highest energy above the lowest of the compared OMol25 structures with the same formula, charge and spin?
A: C8H32BF4N16O8

---

Q: The lowest energy above the lowest of the compared OMol25 structures with the same formula, charge and spin belongs to which entry?
A: C24H33ClIrN6O3STe